{"formula": "C3H10N2Si3", "method": "wB97M-V/def2-TZVPD", "energy_ha": -1098.1305, "smiles": "[SiH2]=[SiH2].[SiH3]n1cccn1", "lumo_energy_ev": [-1.13, -1.13], "orbital_gap_ev": [6.88, 6.88], "homo_energy_ev": [-8.01, -8.01], "elements": ["Si", "Si", "Si", "N", "N", "C", "C", "C", "H", "H", "H", "H", "H", "H", "H", "H", "H", "H"], "coordinates": [[4.2871, 0.5542, -0.1954], [-1.5632, -2.0485, 0.2038], [2.4100, 0.7365, 1.1439], [-2.0989, -0.3834, 0.1489], [-1.4619, 0.3559, -0.7562], [-2.1023, 1.4814, -0.9130], [-3.0775, 0.3124, 0.7047], [-3.1367, 1.5370, 0.0605], [-3.9154, 2.2700, 0.3113], [-2.6777, -2.5631, 0.8853], [2.2681, 2.0739, 1.8473], [1.6408, -0.0057, 2.1836], [4.4763, -0.7962, -0.7097], [-0.1891, -2.0522, 0.7068], [-1.7630, -2.5298, -1.2237], [-3.6254, -0.1549, 1.4957], [-1.7932, 2.1324, -1.6985], [3.5394, 1.3577, -1.3148]], "forces_ev_per_angstrom": [[-1.5, 1.1, 0.2], [0.1, 0.5, -2.0], [0.5, 0.5, 0.2], [1.4, 0.1, 0.0], [1.3, -0.7, -1.9], [-0.7, -0.1, 1.4], [-0.9, 0.8, 0.0], [-1.2, 0.1, 0.6], [0.7, -0.2, -0.5], [-0.7, -1.0, 1.3], [0.0, -0.2, -0.8], [0.3, -0.5, -0.1], [-0.2, -0.6, -0.3], [0.0, -0.4, 0.2], [0.5, 0.1, 0.8], [-0.5, 0.2, 0.2], [0.1, 0.6, -0.1], [0.8, -0.3, 0.6]]}